No. 1
Computed, not measured: an isolated molecule of C9H11NOS at a distorted geometry, with the ωB97M-V functional and the def2-TZVPD basis.

The geometry in XYZ format:
```
23
Properties=species:S:1:pos:R:3
C -1.18405 -3.89460 -1.04645
S -1.99124 -2.37059 -1.37573
C -0.90506 -1.29448 -0.53576
C 0.34786 -1.92762 -0.07693
C 1.36446 -1.04194 0.34578
C 1.13842 0.30527 0.32370
C 0.04894 0.96548 -0.29064
N 0.03140 2.34596 -0.41455
C 0.09328 3.34764 0.45401
C 0.72804 3.01395 1.80615
O -0.25020 4.45105 0.07453
C -1.01184 0.16376 -0.68981
H -0.29349 -3.85046 -1.88325
H -0.99368 -4.00834 0.04653
H -1.80355 -4.74305 -1.40743
H 0.33378 -3.03474 -0.36987
H 2.36836 -1.34817 0.77925
H 2.22773 0.87962 0.43774
H -0.98699 2.63246 -1.04000
H 0.41053 2.00025 2.21247
H 1.80673 3.01220 1.71332
H 0.23948 3.82319 2.37964
H -1.71891 0.57316 -1.44271
```

Summary:
total charge = 0
highest occupied orbital energy = -8.168 eV
relative energy (zero: lowest compared OMol25 entry of this formula, charge and spin) = 306.4 kJ/mol
SMILES string = CSc1cccc(NC(C)=O)c1

---

No. 2
Computed, not measured: an isolated molecule of C9H11NOS at a distorted geometry, with the ωB97M-V functional and the def2-TZVPD basis.

The geometry in XYZ format:
```
23
Properties=species:S:1:pos:R:3
C -2.46604 -0.44075 1.15729
C -2.16049 -1.51082 0.28859
C -1.72385 0.71181 1.05559
C -1.24388 -1.38718 -0.67733
C -0.91231 0.86450 0.03444
C -0.67961 -0.17199 -0.87867
C -0.07329 2.06907 -0.18454
C 1.43920 1.88419 -0.13328
C 2.27250 -1.38218 -0.62500
N 2.18805 0.97423 0.29626
O 2.43305 -0.76226 2.03157
S 1.59299 -0.55025 0.87609
H -3.32884 -0.43975 1.95551
H -2.79496 -2.35351 0.16144
H -1.97639 1.48583 1.79904
H -1.16608 -2.15887 -1.44766
H -0.44593 2.30796 -1.17329
H -0.36631 2.82558 0.38785
H 0.02245 -0.04093 -1.69654
H 2.13171 2.73773 -0.57300
H 3.38329 -1.25366 -0.74755
H 1.82817 -1.03022 -1.50368
H 2.04658 -2.37850 -0.40313
```

Summary:
total charge = 0
highest occupied orbital energy = -8.336 eV
relative energy (zero: lowest compared OMol25 entry of this formula, charge and spin) = 318.0 kJ/mol

---

No. 3
Computed, not measured: a structure of composition C9H11NS at a distorted geometry, with the ωB97M-V functional and the def2-TZVPD basis.

The geometry in XYZ format:
```
22
Properties=species:S:1:pos:R:3
C 0.09476 0.53650 -3.26200
C -1.04677 0.09205 -2.60939
C 1.32054 0.62981 -2.65777
C -0.97417 -0.12905 -1.21644
C 1.37975 0.35699 -1.30178
C 0.28273 -0.10058 -0.56971
C -0.00636 1.15953 1.92204
C -0.51559 0.24768 2.96119
C 0.43296 -0.42979 0.86222
N -0.37221 -2.48198 2.02463
S -0.97917 -1.07210 1.67018
H -0.05215 0.62791 -4.33519
H -1.93690 0.15704 -3.26436
H 2.28689 0.65087 -3.10728
H -1.74005 -0.66813 -0.66686
H 2.22778 0.47530 -0.59678
H -0.78042 1.82618 1.43525
H 0.95890 1.83457 2.13303
H 0.28434 -0.21490 3.55370
H -1.16353 0.57530 3.74632
H 1.47020 -0.87746 1.04254
H -1.17152 -3.19570 2.23644
```

Summary:
total charge = 0
highest occupied orbital energy = -8.269 eV
relative energy (zero: lowest compared OMol25 entry of this formula, charge and spin) = 327.1 kJ/mol

---

No. 4
Computed, not measured: the ion C9H11O with charge +1 at a distorted geometry, with the ωB97M-V functional and the def2-TZVPD basis.

The geometry in XYZ format:
```
21
Properties=species:S:1:pos:R:3
C -1.34036 -1.41480 0.31134
C -0.61139 -0.97409 1.43978
C -0.19690 0.17950 -0.97449
C -1.12244 -0.90025 -0.92449
C 0.36569 0.01835 1.35388
C 0.61539 0.59436 0.13300
C 2.19605 2.02522 -0.99608
C -1.88512 -1.28778 -2.09100
C 1.05533 0.56653 2.52575
O 1.72182 1.53401 0.11613
H -2.22948 -2.10899 0.35749
H -0.90572 -1.54757 2.42229
H 0.00019 0.67238 -1.96970
H 2.86835 2.83423 -0.93666
H 1.99551 1.61356 -1.92812
H -1.73017 -0.48360 -2.82520
H -1.65376 -2.22777 -2.47116
H -2.94758 -1.28029 -1.99894
H 1.78193 -0.11122 2.91288
H 1.70328 1.53890 2.28814
H 0.31939 0.75933 3.25517
```

Summary:
total charge = +1
highest occupied orbital energy = -13.046 eV
relative energy (zero: lowest compared OMol25 entry of this formula, charge and spin) = 175.4 kJ/mol

---

No. 5
Computed, not measured: a cluster of 2 separate species, C9H12BClF4N2O4S in total, with the ωB97M-V functional and the def2-TZVPD basis.

The geometry in XYZ format:
```
34
Properties=species:S:1:pos:R:3
O 2.82770 -2.29768 -1.35836
C 3.56374 -1.77114 -0.59844
F 4.57845 -2.42274 -0.01567
N 3.53833 -0.43869 -0.20749
C 2.32247 -0.06521 0.49709
O 2.32246 -0.03876 1.70066
B 1.01821 0.44091 -0.30596
C -0.33709 0.36733 0.40885
C -1.59706 0.17967 -0.46141
C -2.14256 -1.25113 -0.45958
C -1.41214 -2.22257 -1.40856
S -0.81735 -3.74164 -0.70434
O -1.93505 -4.53898 -0.32104
O 0.22096 -4.26990 -1.51922
Cl 0.06899 -3.13192 1.05107
C 1.25039 1.04655 -1.77939
F 1.30137 0.01753 -2.67008
F 2.42283 1.73247 -1.87020
F 0.28487 1.89280 -2.21255
H 4.33000 -0.22376 0.39155
H -0.27617 -0.47410 1.09840
H -0.43387 1.24213 1.05941
H -2.37964 0.81609 -0.05724
H -1.46083 0.49430 -1.49359
H -2.21332 -1.65292 0.54824
H -3.16569 -1.18665 -0.82752
H -0.57301 -1.76448 -1.92929
H -2.10195 -2.58902 -2.16709
C -1.38185 4.60589 2.96442
C -1.83143 3.72679 1.89472
N -2.18629 3.03474 1.04832
H -0.66118 4.08473 3.59129
H -0.91289 5.49108 2.54011
H -2.23141 4.90828 3.57289
```

Summary:
total charge = 0
highest occupied orbital energy = -10.924 eV
SMILES string = O=C(F)NC(=O)B(CCCCS(=O)(=O)Cl)C(F)(F)F.CC#N

---

No. 6
Computed, not measured: an isolated molecule of C9H12Br2N2O8 at a distorted geometry, with the ωB97M-V functional and the def2-TZVPD basis.

The geometry in XYZ format:
```
33
Properties=species:S:1:pos:R:3
O -3.69310 -3.70136 -0.89396
N -3.82067 -2.49351 -1.21993
O -4.88444 -2.04704 -1.71626
C -2.65244 -1.63508 -1.00640
Br -2.15804 -1.69626 0.90715
C -1.43110 -2.17630 -1.78297
O -0.31847 -1.27722 -1.62739
C -0.50742 0.12055 -1.96641
C 0.77247 0.89770 -1.58670
C 1.06127 0.68947 -0.14310
O 2.46738 0.56053 -0.03976
C 2.99162 0.38577 1.29532
C 2.49711 1.53494 2.20052
Br 3.38557 3.17581 1.48624
N 2.85325 1.17876 3.61165
O 2.30206 0.23342 4.14448
O 3.64310 1.89279 4.24047
C 0.96253 1.68178 2.05972
O 0.57480 1.80953 0.64789
O -1.61546 0.59081 -1.19401
C -2.84684 -0.15808 -1.36803
H -1.10740 -3.12516 -1.34433
H -1.69670 -2.33947 -2.83256
H -0.64711 0.21518 -3.03362
H 1.61204 0.53511 -2.19363
H 0.60162 1.96279 -1.79467
H 0.57997 -0.21637 0.24347
H 4.13187 0.38341 1.31940
H 2.61979 -0.57828 1.63329
H 0.46226 0.79679 2.46671
H 0.64916 2.54272 2.63002
H -3.15622 -0.05441 -2.40302
H -3.63248 0.31067 -0.73961
```

Summary:
total charge = 0
highest occupied orbital energy = -10.505 eV
relative energy (zero: lowest compared OMol25 entry of this formula, charge and spin) = 11.6 kJ/mol
SMILES string = O=[N+]([O-])[C@]1(Br)CO[C@@H](C[C@H]2OC[C@](Br)([N+](=O)[O-])CO2)OC1

---

No. 7
Computed, not measured: a structure of composition C9H12BrCuN2O4, with the ωB97M-V functional and the def2-TZVPD basis.

The geometry in XYZ format:
```
29
Properties=species:S:1:pos:R:3
Cu -0.10498 -0.25117 -0.49601
O 0.04298 2.83651 4.76802
C 0.00713 2.07923 3.67002
C 0.06855 0.68494 3.68800
C 0.02570 0.01373 2.49066
N -0.07745 0.63523 1.30608
C -0.13175 1.96835 1.31286
Br -0.26469 2.77819 -0.38310
C -0.09557 2.74056 2.44715
H 0.11405 2.29893 5.56639
H 0.15008 0.13588 4.61618
H 0.07527 -1.06638 2.46113
H -0.14353 3.81802 2.40700
C 4.01697 -0.62492 -1.34696
O 2.83377 -0.30566 -0.55676
C 1.68624 -0.55872 -1.12304
O 1.51968 -1.03581 -2.23016
H 4.85917 -0.35110 -0.72310
H 4.00568 -0.04491 -2.26601
H 4.02628 -1.68787 -1.57331
C -3.60525 -1.62791 -2.54468
C -2.16565 -1.31906 -2.28245
N -1.26050 -1.67438 -3.18220
O -1.85974 -0.73303 -1.21805
H -3.76585 -2.11770 -3.50160
H -4.17047 -0.69771 -2.50971
H -3.97333 -2.26575 -1.74209
H -1.53848 -2.14021 -4.02834
H -0.27430 -1.48726 -3.02591
```

Summary:
total charge = +1
highest occupied orbital energy (alpha / beta) = -12.284 / -13.083 eV
relative energy (zero: lowest compared OMol25 entry of this formula, charge and spin) = 13.0 kJ/mol
multiplicity = 2
<S²> = 0.75

---

No. 8
Computed, not measured: the ion C9H12BrF3N with charge +1 at a distorted geometry, with the ωB97M-V functional and the def2-TZVPD basis.

The geometry in XYZ format:
```
26
Properties=species:S:1:pos:R:3
C 0.33092 -0.57981 1.49416
C 2.05462 0.02223 -0.01129
C -1.20930 1.40001 0.97012
C 1.08230 -1.13553 0.20396
C 0.16290 0.88136 1.18894
C 0.98517 1.20191 -0.08763
C -0.09615 0.80949 -1.10426
C 0.33509 -1.31315 -1.03924
C -1.07320 -1.89106 -0.93565
N -1.32328 1.33754 -0.57291
F 1.06324 -1.57440 -2.08959
F -1.81407 -1.53815 0.17433
F -1.01399 -3.26059 -0.74602
Br -2.27453 -1.47467 -2.33552
H -0.53369 -1.19290 1.68299
H 0.98079 -0.71007 2.33541
H 2.83296 0.22208 0.70157
H 2.61364 -0.29379 -0.86482
H -1.88567 0.88674 1.58839
H -1.26344 2.45506 1.16588
H 1.49175 -2.07636 0.45085
H 0.61525 1.42053 2.11693
H 1.35690 2.20646 -0.22069
H 0.07243 0.99619 -2.16642
H -2.20371 0.88774 -0.98792
H -1.28691 2.31317 -0.91156
```

Summary:
total charge = +1
highest occupied orbital energy = -13.706 eV

---

No. 9
Computed, not measured: a structure of composition C9H12Cl2CoHoN4O3 at a distorted geometry, with the ωB97M-V functional and the def2-TZVPD basis.

The geometry in XYZ format:
```
32
Properties=species:S:1:pos:R:3
Ho 0.12689 -2.42021 -3.13566
Co -0.81139 -1.10176 -1.10118
Cl 2.35001 -2.70206 -2.09393
Cl -1.60080 -3.18871 -1.27994
C -2.04688 -0.26846 -1.94832
C 1.58362 -2.80515 -5.02841
C -0.84978 -3.76136 -5.04403
O -3.11166 0.14652 -2.20431
O 2.53856 -2.92880 -5.65442
O -1.17522 -4.39023 -5.95686
C -1.16221 -0.03735 1.37164
N -0.16644 0.25203 0.26724
C 1.18321 -0.06269 0.79237
N 1.50061 0.71136 2.00224
C 0.48840 0.43348 3.04078
N -0.89528 0.74774 2.58129
C -0.93436 2.18387 2.20889
N 0.07013 2.52144 1.17781
C -0.19085 1.72310 -0.02448
C 1.40404 2.15646 1.71560
H -1.09381 -1.09936 1.63035
H -2.16044 0.21414 0.99307
H 1.94080 0.15510 0.03144
H 1.20239 -1.12212 1.04795
H 0.75901 1.09222 3.88285
H 0.52508 -0.63585 3.29717
H -1.94108 2.43458 1.83206
H -0.68046 2.74775 3.11603
H 0.59387 1.95441 -0.75729
H -1.18241 1.97801 -0.40689
H 1.57835 2.64827 2.68679
H 2.15808 2.42364 0.96017
```

Summary:
total charge = +4
highest occupied orbital energy (alpha / beta) = -23.575 / -23.590 eV
multiplicity = 9
<S²> = 20.04

---

No. 10
Computed, not measured: a structure of composition C9H12Cl2IrN6O2S3 at a distorted geometry, with the ωB97M-V functional and the def2-TZVPD basis.

The geometry in XYZ format:
```
35
Properties=species:S:1:pos:R:3
Ir 0.67428 -0.68374 -0.34137
O -0.29929 -0.20041 -2.02297
N -1.35651 0.63034 -1.90046
C -1.85263 1.14458 -3.04348
C -2.96387 1.93958 -2.99416
C -3.55713 2.19968 -1.75663
C -3.02018 1.66881 -0.60860
C -1.88581 0.85722 -0.68749
S -1.11710 0.12576 0.69461
H -1.30990 0.87039 -3.93500
H -3.36006 2.35395 -3.90867
H -4.43660 2.82597 -1.69975
H -3.45156 1.86109 0.36378
C 0.53089 3.67182 0.73863
O 1.57132 3.01322 1.47668
C 2.22480 1.94599 1.04750
S 3.47811 1.38656 1.91142
S 1.69178 1.30642 -0.56723
H 0.20958 4.47838 1.39016
H -0.29215 2.98789 0.54360
H 0.91942 4.07617 -0.19392
N 2.76402 -2.90721 4.02511
N 2.71216 -2.38408 2.75524
N 3.79931 -2.18556 2.04315
C 3.30929 -1.57966 0.97657
N 1.97843 -1.46919 1.06307
N 1.60750 -1.98302 2.22780
H 3.65353 -3.37855 4.13473
H 1.95928 -3.50170 4.17981
H 3.90050 -1.22828 0.15023
Cl -0.03605 -3.22592 -0.67205
C -1.69783 -3.69377 -1.19436
Cl -2.53691 -2.43641 -2.07477
H -2.24739 -3.92626 -0.29090
H -1.56325 -4.56007 -1.83032
```

Summary:
total charge = +1
highest occupied orbital energy = -10.849 eV
relative energy (zero: lowest compared OMol25 entry of this formula, charge and spin) = 165.3 kJ/mol

---

Q: Which electronic energy values were calculated for the entries above? A: -23881.280, -23881.159, -21832.258, -11548.885, -55601.511, -168965.286, -135374.679, -89203.430, -110051.043, -82943.438, in eV.